C38H33BrN4O3P2RhS | ωB97M-V with the def2-TZVPD basis set

Values from the calculation:
HOMO-LUMO gap (spin up / spin down) (eV): 7.628 / 6.178
Lowest unoccupied orbital energy (spin up / spin down) (Ha): -0.07973 / -0.15525
Multiplicity: 5
E_tot (a.u.): -5677.94764
Charge: +1
F_max (eV/Å): 0.777

CARTESIAN COORDINATES (ANGSTROEM)
1 C -1.3863 -0.3857 -4.4060
2 O 0.3859 -0.8275 -1.9928
3 H -1.7398 -0.4638 -3.3850
4 C 1.9169 -1.9795 1.0248
5 H 0.0839 4.0550 3.1605
6 H 4.7655 -4.7008 -4.3732
7 C -0.4433 -0.2192 -7.0222
8 H -3.3450 -0.2582 -5.2706
9 C -1.2356 3.5379 -5.2816
10 C -0.1038 3.1319 -4.5951
11 H 2.2900 1.3390 -4.2192
12 C 3.0147 -4.0942 -3.2950
13 N -2.0847 -1.2915 -0.2273
14 C -0.0184 -0.4055 -4.6599
15 H -1.1795 3.7496 -6.3410
16 Br -5.6829 -3.8690 -1.6089
17 H 1.2653 5.0600 -3.3638
18 H -1.1929 -3.0286 0.3992
19 H 2.8839 -5.0546 -2.8137
20 C 2.1249 -3.0625 -3.0309
21 C -4.2304 -2.8274 -1.0462
22 C 2.5575 -3.2371 0.7471
23 C -3.1355 -3.4254 -0.4500
24 C 2.7587 -0.8981 1.5275
25 H 2.9749 1.0452 2.3988
26 C -2.2802 -0.2733 -5.4636
27 O 0.6725 -1.8669 0.8550
28 C 4.7176 -2.3389 1.4091
29 H -1.4370 2.7796 -1.4897
30 C 4.0730 -3.8943 -4.1702
31 C -3.1579 -0.7330 -0.7937
32 C 3.6058 3.4396 -1.5068
33 C 2.1860 4.8835 -2.8232
34 N 1.0378 0.7954 1.7407
35 H 5.7768 -2.5026 1.5496
36 H -3.3282 3.9860 -5.1449
37 C 2.4226 3.6495 -2.2234
38 C -2.0815 -2.6173 -0.0598
39 P 1.1051 -0.5481 -3.2774
40 C -1.3902 2.9931 -2.5523
41 C 2.2960 -1.8266 -3.6523
42 H -2.5084 -0.1102 -7.5882
43 C 2.2877 0.3568 1.9140
44 Rh -0.2112 0.0158 0.0925
45 H 5.4603 4.2904 -0.8575
46 N -0.6437 3.6369 2.6046
47 H 4.3433 -4.3550 0.6852
48 C 2.0464 0.9976 -3.2105
49 C 0.4515 -0.3251 -5.9710
50 O 0.8334 1.8323 -0.9117
51 H 5.0424 6.4689 -1.9469
52 H 3.7841 2.4927 -1.0090
53 H 4.7731 -0.3420 2.1030
54 C -1.8093 -0.1909 -6.7658
55 N 0.8333 1.9898 2.2620
56 C -0.4374 2.4378 2.0555
57 C 4.1607 -1.1449 1.7099
58 H 2.9834 0.7886 -2.6858
59 H -3.4636 3.5115 -2.7251
60 H -0.0795 -0.1687 -8.0399
61 H 5.0862 -2.5034 -5.4548
62 C 4.3078 5.6780 -2.0234
63 S -1.6889 1.6620 1.2039
64 C 3.3687 -1.6262 -4.5219
65 C 3.8897 -3.3991 0.9181
66 H 1.3061 -3.2021 -2.3361
67 C 3.1324 5.8954 -2.7242
68 H -3.1344 0.3458 -0.9041
69 H 2.9468 6.8540 -3.1898
70 H -1.5523 4.0643 2.5521
71 H 3.5296 -0.6633 -4.9927
72 H -5.1000 -0.9583 -1.6773
73 C -4.2539 -1.4549 -1.2251
74 H -3.0958 -4.4931 -0.2909
75 P 1.2301 2.3207 -2.2760
76 H 0.8351 3.0365 -5.1287
77 C -0.1786 2.8582 -3.2288
78 C -2.4443 3.6704 -4.6056
79 C 4.2537 -2.6604 -4.7820
80 H 1.5143 -0.3680 -6.1813
81 C -2.5223 3.4006 -3.2477
82 C 4.5452 4.4513 -1.4117
83 H 1.9280 -4.0395 0.3856

Forces on atoms 1 to 3 (eV/Å):
C 0.0 0.0 -0.1
O -0.1 -0.1 -0.1
H 0.0 0.0 0.0



C38H33Cl2N3OPZr | ωB97M-V with the def2-TZVPD basis set

Values from the calculation:
HOMO-LUMO gap (eV): 7.444
Energy relative to the best compared isomer or geometry (same formula, charge and spin) (kcal/mol): 9.1
Lowest unoccupied orbital energy (Ha): -0.12802
E_tot (a.u.): -3016.07187
Charge: +1
F_max (eV/Å): 0.708

CARTESIAN COORDINATES (ANGSTROEM)
1 C 0.1379 3.2458 -2.1402
2 C 2.5256 -4.8535 0.7622
3 H -1.4284 -1.9667 -0.2450
4 H -4.0591 2.0110 4.2408
5 C -0.7931 -0.2703 -4.0956
6 H -3.9239 -2.9223 3.1006
7 H 5.4290 -3.1377 0.4806
8 C 0.3185 -0.8948 -4.6508
9 H 0.1431 2.8628 -3.1478
10 H -2.0138 3.2322 -1.6098
11 H 1.1760 -1.7825 -6.3995
12 C 2.2942 2.3751 2.4714
13 H 2.5098 -1.3317 3.5318
14 C -4.2374 0.8078 -0.6093
15 H 2.2942 3.5723 -1.7346
16 H 0.0709 -1.5339 3.7460
17 H 0.0667 1.7296 3.1812
18 H 2.1476 -5.8668 0.7997
19 C 1.6867 1.4244 1.6394
20 H -3.5826 -2.7787 0.6506
21 H 2.4537 -0.4485 -2.5775
22 C 2.9999 0.6929 4.0567
23 C 0.8492 4.0016 -0.1029
24 H 1.4847 4.3432 0.6938
25 C -0.9947 3.4274 -1.3199
26 C 3.4909 -2.2505 0.6831
27 P 0.9898 -1.0572 0.9184
28 H -4.6066 1.4995 1.8702
29 H -4.2257 0.2852 -1.5592
30 H 3.5071 0.4257 4.9753
31 C -2.7866 -2.4987 1.3302
32 C 1.6437 -3.7864 0.8670
33 H -1.1851 4.1097 0.7887
34 H -4.6866 1.7942 -0.7559
35 C -3.2726 1.8396 3.5181
36 C -0.7257 -1.8046 3.0641
37 N -1.9656 0.3603 -2.1196
38 C -1.9454 -2.2346 3.5672
39 O 0.3229 0.3203 -2.0450
40 C -2.9765 -2.5814 2.7031
41 C -0.5318 -1.7043 1.6896
42 H -1.6340 2.0689 4.9017
43 N -1.7975 0.7493 -0.8180
44 C -0.8071 -1.0511 -6.7663
45 H 4.2256 -0.1187 -2.6737
46 H 0.5838 -3.9727 0.9883
47 H -0.8096 -1.3533 -7.8053
48 H -2.0895 -2.3059 4.6379
49 C -0.9753 1.6795 2.9083
50 C 0.3100 -1.2884 -5.9783
51 C -3.5780 1.5601 2.1946
52 H -2.7807 0.4405 -4.4520
53 Zr 0.3457 1.5451 -0.2785
54 H -4.8576 0.2604 0.1006
55 C 4.3668 -3.3197 0.5809
56 C -1.9194 -0.0445 -4.8893
57 C -2.8424 0.9543 -0.1048
58 C -1.5727 -2.0525 0.8267
59 C -1.9222 -0.4282 -6.2189
60 Cl 3.1528 1.0330 -0.9232
61 H 2.2862 3.4274 2.2166
62 H 3.8732 -1.2373 0.6759
63 H 3.3881 2.7912 4.2668
64 C -0.5565 3.8812 -0.0570
65 C 2.4306 -0.2857 3.2565
66 C 1.2753 3.6040 -1.3893
67 C 3.8855 -4.6219 0.6174
68 H 4.5721 -5.4548 0.5401
69 C 2.9311 2.0226 3.6551
70 C 2.1218 -2.4789 0.8313
71 Cl 2.9445 1.4691 -3.8377
72 C -1.9421 1.8781 3.8835
73 H 1.1824 -1.0970 -4.0340
74 H -2.7948 -0.2418 -6.8310
75 C 1.7788 0.0894 2.0837
76 C 3.2335 0.2980 -2.5562
77 C -2.5586 1.3475 1.2854
78 N -1.2521 1.4383 1.6266
79 C -0.7982 0.1586 -2.6820

Forces on atoms 1 to 3 (eV/Å):
C -0.1 0.0 0.1
C 0.0 0.0 0.0
H 0.0 0.0 0.0



C38H33F6LuN8O7 | ωB97M-V with the def2-TZVPD basis set

Values from the calculation:
HOMO-LUMO gap (eV): 6.061
Energy relative to the best compared isomer or geometry (same formula, charge and spin) (kcal/mol): 71.7
Lowest unoccupied orbital energy (Ha): -0.02778
E_tot (a.u.): -4267.49471
F_max (eV/Å): 4.102

CARTESIAN COORDINATES (ANGSTROEM)
1 C -0.5434 6.4263 -3.6149
2 F -1.4242 -0.5595 6.3281
3 C 0.8566 3.1683 -2.4055
4 H -2.7502 2.9526 4.3975
5 H 1.6748 -0.9171 2.8698
6 H 3.6419 -4.6347 -2.8392
7 C -2.0632 -3.5471 4.3891
8 H 5.7473 -2.8784 1.1484
9 H 3.4604 -4.8664 0.7042
10 C 5.1007 -5.1210 -1.3904
11 H 5.6746 -5.6147 -3.2175
12 C -3.5708 -1.7900 0.4904
13 C 3.6188 -2.1616 0.8981
14 H -2.5380 6.5706 -4.6582
15 H 3.6843 -2.1573 -0.2225
16 C -1.7330 2.0124 2.7032
17 O 0.4157 -1.9854 -0.1977
18 H -0.8237 6.8135 -2.6197
19 C -1.4741 -3.1457 3.1603
20 C 1.4717 5.1405 -4.6086
21 C 2.1550 -2.4355 1.3979
22 H 2.0511 -3.2042 2.1637
23 O -4.9064 -0.1674 1.5610
24 H 1.9665 -0.3609 1.3171
25 H 3.2073 -4.3368 -1.1814
26 O 2.5808 0.8552 -1.7538
27 C -3.7645 -0.6047 1.3589
28 N 5.4015 -4.9332 -0.1035
29 H -0.8695 4.5619 4.7217
30 C -0.9108 1.6924 -1.6438
31 O -1.3863 0.6461 -1.0504
32 H -5.2178 -4.3294 -1.0981
33 H -5.6168 -2.2485 0.3355
34 C -1.5758 -1.3685 5.2687
35 C 0.3619 2.8208 2.0735
36 C -1.3468 3.7515 -2.9122
37 C -3.1201 -3.9179 -1.2240
38 F -0.0717 0.0115 4.0620
39 H 4.0265 -1.1632 1.1122
40 C -3.6200 4.3176 -3.5085
41 O 1.4437 -4.0063 -0.3678
42 N 5.9830 -5.6459 -2.2399
43 C -1.8085 2.6287 -2.1982
44 H 6.8461 -6.0819 -1.9466
45 F -1.0545 -4.1656 2.3616
46 H -3.5868 1.4185 -1.5841
47 C -0.7802 3.8438 3.8736
48 C 1.2851 -2.9031 0.1995
49 C 4.4945 -4.6178 0.9640
50 Lu -0.4578 -0.3408 0.8172
51 N -2.6215 0.0517 1.7012
52 H -0.0591 7.3365 -4.0081
53 N -2.3176 -1.9694 -0.0253
54 H -1.3202 5.4433 -5.3511
55 H 1.9112 3.3446 -2.4548
56 C -2.1213 -3.0832 -0.7998
57 C 4.6913 -3.1541 1.4224
58 O 1.0904 0.6566 -0.1015
59 C -2.2570 4.6085 -3.6283
60 N 1.5723 -1.1349 1.8941
61 H 0.9088 4.8282 -5.5011
62 H 1.9484 6.1210 -4.8778
63 C -0.8561 -1.1075 4.0893
64 H 6.3599 -5.1320 0.1492
65 F -2.8401 -2.9671 6.5466
66 H 1.1890 5.6886 -2.5681
67 N -0.6206 1.9374 1.9195
68 N 3.8814 -4.7478 -1.8549
69 C 0.5737 5.3575 -3.4046
70 C -3.2326 2.3524 -2.0614
71 C -1.7346 5.8431 -4.3904
72 H 1.1583 2.7696 1.3708
73 C -0.9946 -1.8956 2.9647
74 H 2.2399 4.4203 -4.4956
75 H 4.8497 -5.2700 1.7727
76 H -1.0868 -3.1399 -1.1932
77 C -4.6396 -2.6005 0.0771
78 C -2.7703 0.9626 2.7385
79 C 0.4725 1.9593 -1.9075
80 F -5.4063 3.0179 -2.5990
81 C -4.4309 -3.6708 -0.7777
82 H 1.2376 4.3495 3.1306
83 H -4.3607 4.9536 -4.0299
84 F -2.5436 -4.8108 4.4659
85 C -4.0707 3.2044 -2.7416
86 C -2.1726 -2.6222 5.4089
87 H -2.8703 -4.7710 -1.8169
88 O -3.5969 0.9450 3.6411
89 C 1.4741 1.0693 -1.2924
90 C -1.8371 2.9631 3.7727
91 N -0.0152 4.0322 -2.9527
92 C 0.4025 3.6920 3.1475
93 H 4.6805 -3.2530 2.5297

Forces on atoms 1 to 3 (eV/Å):
C 0.6 0.2 0.9
F -0.4 0.1 0.3
C -0.5 -1.3 -0.5



C38H33N11S2V | ωB97M-V with the def2-TZVPD basis set

Values from the calculation:
HOMO-LUMO gap (spin up / spin down) (eV): 5.568 / 6.094
Energy relative to the best compared isomer or geometry (same formula, charge and spin) (kcal/mol): 37.9
Lowest unoccupied orbital energy (spin up / spin down) (Ha): -0.01060 / -0.01074
Multiplicity: 4
E_tot (a.u.): -3810.61406
F_max (eV/Å): 2.391

CARTESIAN COORDINATES (ANGSTROEM)
1 C 0.0784 -2.0011 -3.9962
2 C -2.2621 -4.0365 1.1556
3 C 2.6649 2.7395 -2.6610
4 C 3.0175 4.1132 1.5170
5 C -0.8921 2.0549 -2.5452
6 H -0.0667 -2.9159 4.4088
7 H 3.2595 1.6441 -0.8460
8 C -2.8797 1.3516 -2.1294
9 N -0.3686 -1.0871 -1.8207
10 C -2.7543 -3.1749 0.1760
11 H -1.7330 6.0721 -1.8162
12 C 0.3659 5.8748 -1.3551
13 C 1.3359 -1.1289 0.3543
14 H -2.0683 -3.9548 -2.2622
15 N -0.4445 4.0030 0.4956
16 H 1.1650 3.4113 -4.0089
17 C 2.6592 -2.8390 1.6539
18 H 4.3850 -1.8657 -1.0972
19 C 2.5097 1.9821 -1.5461
20 H -2.7175 -0.4491 3.9176
21 H -5.7274 -4.7020 -0.4139
22 H -1.2856 -3.8413 1.5891
23 N -3.1731 0.2334 3.3328
24 C 3.7075 -2.7707 0.7019
25 H -3.7646 2.1807 -4.0031
26 H -0.9266 -3.8446 -4.4816
27 C 1.2968 5.2290 -0.5594
28 H 1.9033 -4.4408 4.5723
29 C 0.6900 -2.9054 3.6299
30 C -0.7703 -3.0742 -3.7354
31 C -2.9440 1.9993 -3.3259
32 C -1.4055 -3.1390 -2.5167
33 N -1.6683 2.4521 -3.5802
34 H -3.4639 1.1049 3.7286
35 C 0.5493 -2.0652 2.5592
36 N -1.6839 -0.9620 0.3921
37 H -1.3804 2.9531 -4.3993
38 C 0.8268 4.2936 0.3555
39 C 0.2527 -1.0535 -3.0172
40 C -0.9790 5.5752 -1.2187
41 H 2.3540 1.0796 4.3181
42 C -1.9016 -2.0571 -0.3034
43 H 2.3774 -0.5539 -1.4312
44 C -2.8854 0.2427 1.9938
45 C 0.5409 2.2260 -2.3799
46 H 0.6116 -1.9131 -4.9347
47 C 2.4131 -1.1516 -0.5251
48 H -2.3715 4.3398 -0.1005
49 C -1.2031 -2.1273 -1.5722
50 H 4.0079 1.0030 3.6614
51 N 1.3970 2.8823 -3.1897
52 H -3.6665 0.8943 -1.5508
53 H 2.6643 0.1472 2.8588
54 C 1.5573 2.3999 1.8833
55 H -4.3956 -2.7451 -1.1357
56 H 3.3838 5.0476 1.1261
57 C -4.0044 -3.4218 -0.3816
58 C -4.7546 -4.5178 0.0284
59 C 1.8094 -3.7640 3.7307
60 N 1.1790 1.6679 -1.3777
61 C -1.3361 4.6264 -0.2705
62 C 2.7713 -3.7197 2.7647
63 N -1.5925 1.3977 -1.6523
64 H 3.6483 -4.3595 2.8287
65 C 2.9509 1.0391 3.4097
66 N 1.7548 3.5991 1.1990
67 H 0.6977 6.6031 -2.0858
68 C -4.2589 -5.3751 1.0011
69 H 4.5906 -3.3892 0.8420
70 H -0.3169 -1.4274 2.5172
71 S 0.2843 1.3198 1.9386
72 H 2.3532 5.4382 -0.6645
73 V -0.2368 0.1735 -0.2573
74 H 0.9339 -0.2305 -3.1865
75 N 2.7089 2.2178 2.5832
76 H -4.8444 -6.2298 1.3207
77 C -3.0108 -5.1303 1.5662
78 C 3.5896 3.2659 2.3737
79 C 3.5879 -1.9299 -0.3600
80 H 3.5383 3.1713 -3.1262
81 C 1.5026 -2.0069 1.5044
82 S -3.3259 1.6206 1.0759
83 H -2.6156 -5.7973 2.3238
84 N -2.3485 -0.8898 1.5755
85 H 4.5532 3.3179 2.8560

Forces on atoms 1 to 3 (eV/Å):
C 0.0 -0.1 -0.1
C 0.1 0.0 0.0
C 0.0 0.1 -0.1



C38H33N6NaO3PS | ωB97M-V with the def2-TZVPD basis set

Values from the calculation:
HOMO-LUMO gap (eV): 6.308
Energy relative to the best compared isomer or geometry (same formula, charge and spin) (kcal/mol): 28.6
Lowest unoccupied orbital energy (Ha): 0.07752
E_tot (a.u.): -2924.12532
Charge: -1
F_max (eV/Å): 1.899

CARTESIAN COORDINATES (ANGSTROEM)
1 C 0.0043 -4.4723 0.2168
2 H 2.4002 1.0340 -1.3630
3 H -5.1972 -0.3720 1.8385
4 C 1.3257 0.4786 1.6642
5 N -4.3967 -0.1511 2.4042
6 H 0.0627 -2.6553 3.7520
7 N -1.4857 2.1153 -2.4688
8 H 1.9901 -2.6033 5.3138
9 C 3.6002 -3.5806 2.5066
10 O 0.4646 -2.0738 0.1588
11 H 0.0480 0.2341 3.4530
12 N -1.0619 0.4887 1.7246
13 C 2.5235 0.2533 2.3500
14 C -2.9166 5.7766 0.7858
15 C 2.6567 5.1888 -1.2357
16 C 0.1795 -5.7120 0.8244
17 C 0.1322 -3.1880 1.0232
18 H 0.6639 -2.0101 -4.7760
19 H 0.7506 -1.6309 -2.3194
20 H 2.8507 4.8723 0.8809
21 C -1.0011 0.9997 -3.1021
22 H 3.5375 5.8155 -1.3088
23 C 0.7827 4.0875 -2.2751
24 C 1.9133 4.8932 -2.3693
25 H 2.5000 0.0245 3.4083
26 H 4.6178 0.6610 -0.2771
27 C 2.4687 0.8013 -0.3021
28 H -0.6623 -7.7514 -1.7515
29 H 2.6652 -3.9169 0.6120
30 C -1.3494 -2.9255 1.5661
31 H 0.4885 -5.7567 1.8615
32 H -0.5974 -3.4689 -1.5729
33 H -5.0486 5.4074 -1.8083
34 C 2.2670 4.6644 -0.0082
35 C 1.2318 -3.2651 2.0759
36 C 2.5149 -3.6082 1.6432
37 H 0.8683 3.4141 1.0287
38 C -3.9715 6.0605 -0.0733
39 C -3.3802 4.1299 -1.3856
40 C 0.0428 0.4144 2.3773
41 Na -1.2480 -0.6728 -0.0780
42 H -1.9574 2.7949 -3.0422
43 C 3.7184 0.3063 1.6578
44 C -2.0919 4.6905 0.5428
45 H 2.2142 5.2904 -3.3321
46 H 1.4143 -2.1075 -0.0038
47 C 3.7037 0.5954 0.2982
48 H -1.2854 4.4737 1.2336
49 H 0.2182 3.8643 -3.1741
50 P -1.1181 2.4395 -0.7976
51 H 4.2572 -3.1937 4.5155
52 C -3.3179 0.3024 1.6967
53 C 3.4152 -3.2155 3.8339
54 C 1.1439 3.8545 0.0741
55 H 4.6560 0.1242 2.1693
56 C -0.0565 -6.8849 0.1201
57 H -1.7045 1.5655 -5.0668
58 N -0.3513 0.0984 -2.3525
59 C -0.4747 -6.8361 -1.2026
60 C -4.2072 5.2223 -1.1508
61 C -0.5509 -0.2441 -5.0974
62 C 0.1730 -1.1559 -4.3314
63 H -2.7376 6.4032 1.6513
64 C 1.0568 -2.9030 3.4090
65 S -3.6244 0.8660 0.0996
66 C 2.1424 -2.8834 4.2776
67 H -4.6136 6.9136 0.1082
68 C -1.1445 0.8380 -4.4920
69 H -3.6405 3.4557 -2.1935
70 H -4.1618 -0.8065 3.1354
71 N 1.3149 0.7325 0.3489
72 C 0.3716 3.5647 -1.0535
73 H 4.5863 -3.8485 2.1464
74 C -0.4234 -4.4300 -1.1076
75 H 0.0815 -7.8419 0.6093
76 C -0.6579 -5.6021 -1.8134
77 C 0.2257 -0.9377 -2.9692
78 N -2.1910 0.2799 2.4143
79 O -1.6231 -3.4176 2.6643
80 H -0.6428 -0.3803 -6.1683
81 H -0.9993 -5.5486 -2.8407
82 O -2.0636 -2.3016 0.7522
83 C -2.2889 3.8624 -0.5639

Forces on atoms 1 to 3 (eV/Å):
C 0.0 0.0 0.1
H 0.0 0.0 0.0
H 0.0 0.0 0.0



What is the E_tot in the second record? -3016.07187 a.u.



Number 4 is which compound? C38H33N11S2V



Look up the E_tot of the third one. -4267.49471 a.u.



What is the E_tot in the fourth record? -3810.61406 a.u.